1 | Molecular formula: C3H7NOS2
Method: DFT, the ωB97M-V functional and the def2-TZVPD basis

```
14
Properties=species:S:1:pos:R:3:mulliken_charge:R:1
S -1.897 0.583 -0.072 0.429
S 2.282 1.201 -0.124 -0.056
O -1.514 1.687 -1.021 -0.610
N 1.452 -0.200 -0.156 -0.354
C 0.505 -0.406 -1.180 -0.402
C -0.821 -0.924 -0.515 -0.695
C -1.063 1.077 1.278 -0.756
H -1.229 -1.552 -1.276 0.410
H -1.358 0.530 2.090 0.376
H 0.853 -1.142 -1.980 0.348
H 2.835 0.789 1.067 0.175
H -0.873 2.049 1.548 0.422
H 0.239 0.410 -1.899 0.375
H -0.564 -1.585 0.418 0.337
```

Output
Frontier orbital gap (alpha / beta), eV: 8.199 / 7.254

2 | Molecular formula: C3H7NOS2
Method: DFT, the ωB97M-V functional and the def2-TZVPD basis

```
14
Properties=species:S:1:pos:R:3:mulliken_charge:R:1
S -1.589 -0.684 0.771 -0.056
S -0.548 -0.218 2.397 -0.219
O 1.768 2.199 -2.593 -0.576
N 1.068 0.235 -1.753 -0.194
C 1.427 1.535 -1.636 0.134
C 0.924 -0.677 -0.607 -0.251
C -0.466 -1.295 -0.545 -0.588
H -0.420 -2.376 -0.466 0.376
H 1.385 1.902 -0.613 0.254
H 0.884 -0.183 -2.650 0.237
H 1.020 -0.069 0.290 0.063
H -1.069 -1.075 -1.421 0.325
H -0.122 1.041 2.177 0.162
H 1.761 -1.353 -0.691 0.332
```

Output
Structure (SMILES): O=CNCCSS
Frontier orbital gap, eV: 9.797

Quick ranking, most stable first: 2, 1.

1 | Molecular formula: C3H7NOS2
Method: DFT, the ωB97M-V functional and the def2-TZVPD basis

```
14
Properties=species:S:1:pos:R:3:mulliken_charge:R:1
S 2.012 1.020 -0.336 -0.216
S -0.938 1.163 2.388 -0.255
O -0.460 -1.414 1.752 -0.505
N 0.069 -1.249 -0.847 -0.638
C -0.672 -0.121 1.465 0.109
C -0.587 -0.026 -0.518 0.116
C 0.186 1.221 -0.716 -0.940
H -0.601 -1.850 -1.301 0.236
H 0.049 1.575 -1.648 0.454
H -0.252 -1.917 0.854 0.457
H -0.072 2.062 -0.047 0.317
H 0.978 -1.206 -1.257 0.176
H -1.545 0.040 -0.802 0.523
H 1.831 0.704 1.012 0.166
```

Output
Frontier orbital gap, eV: 8.725

2 | Molecular formula: C3H7NOS2
Method: DFT, the ωB97M-V functional and the def2-TZVPD basis

```
14
Properties=species:S:1:pos:R:3:mulliken_charge:R:1
S -0.195 -1.227 -0.147 -0.101
S -2.836 0.234 0.031 -0.316
O 2.038 0.141 -0.501 -0.401
N -0.464 1.368 0.054 -0.370
C -1.203 0.235 0.066 0.277
C 1.496 -0.797 0.411 -0.497
C 3.296 0.713 0.076 -0.615
H 1.461 -0.291 1.403 0.367
H 2.066 -1.690 0.503 0.380
H 2.986 1.165 1.079 0.312
H 3.680 1.568 -0.576 0.228
H 0.501 1.342 -0.400 0.251
H 4.075 -0.080 0.147 0.275
H -0.879 2.267 0.016 0.209
```

Output
Structure (SMILES): COCSC(N)=S
Frontier orbital gap, eV: 8.971

Quick ranking, most stable first: 2, 1.

1 | Molecular formula: C5H9F2N
Method: DFT, the ωB97M-V functional and the def2-TZVPD basis

```
17
Properties=species:S:1:pos:R:3:mulliken_charge:R:1
F -0.757 1.531 1.732 -0.372
F 1.399 -0.021 2.355 -0.342
N 1.514 0.675 -1.115 -0.579
C -1.487 0.009 -0.070 -0.611
C 1.121 1.000 0.253 -0.439
C -1.372 -1.325 -0.723 -1.061
C 0.841 -0.137 1.047 0.027
C -0.298 0.743 0.668 0.489
H 1.487 1.839 0.849 0.330
H -1.489 -2.229 -0.020 0.274
H -2.328 0.110 0.494 0.586
H 2.572 -0.095 -0.825 0.325
H 0.765 -1.231 0.775 0.330
H -1.939 -1.872 -1.701 0.267
H -0.271 -1.360 -1.084 0.265
H -1.489 0.663 -0.934 0.231
H 1.731 1.700 -1.701 0.279
```

Output
Frontier orbital gap, eV: 10.111

2 | Molecular formula: C5H9F2N
Method: DFT, the ωB97M-V functional and the def2-TZVPD basis

```
17
Properties=species:S:1:pos:R:3:mulliken_charge:R:1
F 2.240 0.009 -0.077 -0.360
F -1.323 2.054 1.343 -0.346
N 0.155 -0.027 1.769 -0.784
C -1.436 0.428 -0.236 -0.833
C 0.640 -1.602 -1.020 -0.868
C -0.021 0.319 0.299 0.730
C 0.963 -0.153 -0.559 0.006
C -0.778 1.533 0.132 -0.248
H -0.211 -1.476 -1.843 0.242
H -2.210 0.257 0.501 0.291
H -0.311 2.265 -0.363 0.443
H 1.676 -2.192 -1.461 0.310
H -1.846 0.157 -1.183 0.323
H 0.709 0.549 -1.349 0.278
H 0.318 -2.521 -0.253 0.224
H -0.012 0.975 2.669 0.288
H 1.447 -0.576 1.630 0.303
```

Output
Frontier orbital gap, eV: 9.158

Quick ranking, most stable first: 1, 2.

1 | Molecular formula: C5H12N2S
Method: DFT, the ωB97M-V functional and the def2-TZVPD basis

```
20
Properties=species:S:1:pos:R:3:mulliken_charge:R:1
S 1.962 0.040 -1.530 -0.276
N 1.334 0.457 1.642 -0.428
N -1.743 -1.071 0.215 -0.615
C -0.896 0.041 0.698 0.432
C 0.478 1.115 -1.441 -0.891
C -1.280 -0.802 -1.173 -0.687
C -0.767 0.565 -0.797 -0.010
C 0.368 -0.542 1.355 -1.076
H 0.935 1.235 2.128 0.186
H -1.530 1.329 -0.965 0.395
H 2.155 0.111 2.139 0.222
H 0.772 2.077 -0.925 0.319
H 2.451 0.260 -0.294 0.113
H -2.004 -0.890 -1.967 0.341
H 0.227 1.307 -2.464 0.473
H 0.000 -1.177 2.221 0.284
H -0.422 -1.467 -1.482 0.275
H -1.441 -1.976 0.556 0.259
H 0.880 -1.241 0.636 0.383
H -1.479 0.630 1.446 0.300
```

Output
Structure (SMILES): NC[C@@H]1NC[C@@H]1CS
Frontier orbital gap, eV: 9.596

2 | Molecular formula: C5H12N2S
Method: DFT, the ωB97M-V functional and the def2-TZVPD basis

```
20
Properties=species:S:1:pos:R:3:mulliken_charge:R:1
S 1.833 0.891 1.279 -0.218
N -0.361 0.699 -1.657 -0.530
N -0.826 -0.918 0.035 0.053
C 0.000 -0.065 -0.688 0.594
C 1.474 0.021 -0.263 -0.708
C -0.179 -1.988 0.768 -1.072
C -1.802 -0.281 0.934 -0.869
C -1.721 0.750 -2.164 -0.861
H -1.400 0.043 1.954 0.277
H 1.126 1.984 1.009 0.130
H -2.629 -1.007 1.170 0.327
H -1.670 1.112 -3.198 0.311
H -2.350 1.479 -1.613 0.265
H -0.932 -2.734 1.171 0.285
H 0.473 -2.572 0.101 0.359
H -2.242 -0.241 -2.147 0.306
H 1.919 0.564 -1.129 0.379
H -2.307 0.597 0.497 0.274
H 0.415 -1.619 1.646 0.350
H 1.945 -0.954 -0.099 0.349
```

Output
Structure (SMILES): C/N=C(/CS)N(C)C
Frontier orbital gap, eV: 9.500

3 | Molecular formula: C5H12N2S
Method: DFT, the ωB97M-V functional and the def2-TZVPD basis

```
20
Properties=species:S:1:pos:R:3:mulliken_charge:R:1
S -1.771 1.343 -1.949 0.280
N -0.603 0.775 -2.735 -0.584
N -1.389 1.677 -0.327 -0.483
C 1.529 -1.261 1.040 -0.801
C -1.851 -1.428 -2.026 -0.512
C 2.223 -0.410 1.738 0.148
C 2.396 -0.496 3.208 -1.048
C -2.474 -0.424 -1.496 -0.498
H 2.598 0.523 1.402 0.311
H -1.258 -1.259 -2.919 0.374
H 1.164 -2.212 1.422 0.222
H -0.298 1.349 -3.507 0.208
H -2.150 -2.533 -1.762 0.223
H 1.655 0.153 3.693 0.221
H -3.069 -0.377 -0.607 0.472
H -2.009 2.441 0.018 0.261
H 1.360 -1.358 -0.054 0.288
H 3.289 -0.216 3.700 0.365
H -1.325 0.864 0.239 0.263
H 2.287 -1.538 3.530 0.291
```

Output
Frontier orbital gap, eV: 9.827

Quick ranking, most stable first: 2, 1, 3.

1 | Molecular formula: C5H8O2S
Method: DFT, the ωB97M-V functional and the def2-TZVPD basis

```
16
Properties=species:S:1:pos:R:3:mulliken_charge:R:1
S -0.384 -0.019 -1.335 1.008
O -0.315 1.401 -1.498 -0.580
O -0.190 -0.769 -2.526 -0.647
C -1.858 -0.384 -0.247 -0.542
C 1.123 0.682 0.787 -0.292
C -0.939 -0.896 0.856 -1.059
C 2.237 1.036 0.193 -0.647
C 0.395 -0.604 0.212 0.248
H -2.731 -0.944 -0.561 0.384
H 2.804 1.991 0.491 0.210
H 0.560 1.093 1.598 0.268
H -1.213 -1.926 1.135 0.299
H -1.007 -0.313 1.725 0.318
H 1.056 -1.437 -0.257 0.445
H 2.661 0.504 -0.619 0.283
H -2.201 0.583 0.045 0.305
```

Output
Frontier orbital gap, eV: 10.734

2 | Molecular formula: C5H8O2S
Method: DFT, the ωB97M-V functional and the def2-TZVPD basis

```
16
Properties=species:S:1:pos:R:3:mulliken_charge:R:1
S -1.642 0.820 2.113 -0.125
O -1.367 -0.738 -0.951 -0.520
O 0.396 0.025 -1.950 -0.600
C -0.383 -1.122 -0.036 -0.253
C -0.478 1.046 0.763 -0.064
C -0.560 -0.301 1.261 -0.310
C 0.889 0.938 0.296 -0.731
C 0.943 -0.329 -0.559 -0.025
H -0.413 -2.329 0.110 0.311
H -0.893 1.156 -0.195 0.282
H -2.268 -0.818 -0.299 0.349
H 0.121 -0.824 1.881 0.367
H 0.906 0.741 -2.637 0.322
H 1.294 1.826 -0.345 0.271
H 1.653 0.829 1.119 0.300
H 1.802 -0.921 -0.572 0.426
```

Output
Structure (SMILES): O[C@@H]1[C@@H]2S[C@H]2C[C@@H]1O
Frontier orbital gap, eV: 9.692

3 | Molecular formula: C5H8O2S
Method: DFT, the ωB97M-V functional and the def2-TZVPD basis

```
16
Properties=species:S:1:pos:R:3:mulliken_charge:R:1
S -3.152 -0.665 1.947 -0.272
O 0.271 1.092 0.686 -0.276
O -0.970 -1.729 0.793 -0.351
C 0.437 1.959 -0.501 -0.675
C 0.244 -1.169 0.068 0.451
C 1.044 -0.001 0.661 -0.503
C -1.843 -0.684 1.004 0.085
C 0.281 -1.596 -1.230 -0.753
H 1.390 -1.434 -1.791 0.190
H -0.001 1.465 -1.396 0.316
H 2.081 -0.016 0.200 0.417
H 1.509 2.389 -0.852 0.264
H -0.297 2.852 -0.299 0.247
H -0.498 -2.275 -1.508 0.356
H 1.081 -0.287 1.881 0.260
H -1.577 0.100 0.335 0.244
```

Output
Structure (SMILES): C=C(COC)OC=S
Frontier orbital gap, eV: 9.076

Quick ranking, most stable first: 1, 3, 2.

1 | Molecular formula: C6H6O2S
Method: DFT, the ωB97M-V functional and the def2-TZVPD basis

```
15
Properties=species:S:1:pos:R:3:mulliken_charge:R:1
S 0.041 0.925 -0.607 -0.341
O -1.545 -1.486 -0.397 -0.459
O 2.817 1.322 -0.321 -0.476
C -2.675 0.825 -0.197 -0.406
C 0.802 -1.714 0.162 -0.705
C -0.440 -1.253 -0.122 0.775
C -1.659 1.205 0.462 -0.279
C 2.040 -0.926 0.061 -0.235
C 1.957 0.383 -0.036 0.372
H 3.147 -1.197 0.278 0.249
H -2.690 0.309 -1.163 0.283
H -3.691 0.727 0.255 0.235
H 1.050 -2.786 0.465 0.250
H 2.331 2.188 -0.307 0.371
H -1.485 1.476 1.468 0.366
```

Output
Frontier orbital gap, eV: 7.201

2 | Molecular formula: C6H6O2S
Method: DFT, the ωB97M-V functional and the def2-TZVPD basis

```
15
Properties=species:S:1:pos:R:3:mulliken_charge:R:1
S -2.162 0.166 -0.010 0.997
O -2.772 0.564 1.253 -0.594
O -2.866 0.287 -1.280 -0.573
C -0.523 0.759 -0.203 -0.417
C 1.719 1.709 0.074 -0.626
C -0.214 -1.553 -0.081 -0.770
C -1.536 -1.563 0.182 -0.409
C 1.839 0.252 -0.130 -0.419
C 0.406 -0.237 -0.174 0.694
H 2.260 -0.352 0.631 0.329
H -2.343 -2.223 0.337 0.455
H 2.156 2.531 -0.568 0.282
H 0.500 -2.358 -0.089 0.378
H 1.236 2.136 1.022 0.308
H 2.301 -0.117 -0.964 0.365
```

Output
Frontier orbital gap (alpha / beta), eV: 7.596 / 8.905

Quick ranking, most stable first: 1, 2.

1 | Molecular formula: C4H7ClS2
Method: DFT, the ωB97M-V functional and the def2-TZVPD basis

```
14
Properties=species:S:1:pos:R:3:mulliken_charge:R:1
Cl 3.908 0.001 -0.485 -0.525
S 1.040 -1.504 -0.093 0.018
S 1.040 1.504 -0.090 0.018
C -0.752 -1.253 0.166 -0.661
C -1.300 0.001 -0.491 -0.497
C -0.752 1.253 0.169 -0.662
C 1.683 -0.001 0.243 -0.145
H -0.912 1.248 1.252 0.378
H -0.913 -1.253 1.249 0.378
H -1.067 0.002 -1.560 0.316
H -1.202 -2.156 -0.268 0.328
H 2.818 0.000 0.541 0.407
H -2.389 0.001 -0.372 0.319
H -1.202 2.157 -0.262 0.328
```

Output
Frontier orbital gap, eV: 6.827

2 | Molecular formula: C4H7ClS2
Method: DFT, the ωB97M-V functional and the def2-TZVPD basis

```
14
Properties=species:S:1:pos:R:3:mulliken_charge:R:1
Cl -1.094 -1.776 0.499 -0.162
S 0.936 -0.728 -2.384 -0.234
S 2.213 -1.109 1.105 -0.259
C 1.100 0.002 0.424 -0.312
C 0.542 0.278 -1.036 -0.281
C -0.290 -0.160 0.177 0.512
C -1.310 0.984 0.489 -0.954
H 1.410 -2.183 1.888 0.152
H 1.099 0.842 0.920 0.314
H -2.360 0.391 1.212 0.270
H -0.581 1.989 1.014 0.226
H -0.399 -1.332 -2.244 0.163
H -1.961 1.543 -0.637 0.234
H 0.695 1.258 -1.426 0.329
```

Output
Frontier orbital gap, eV: 9.209

Quick ranking, most stable first: 1, 2.

1 | Molecular formula: C4H3NOS
Method: DFT, the ωB97M-V functional and the def2-TZVPD basis

```
10
Properties=species:S:1:pos:R:3:mulliken_charge:R:1
S 1.832 -1.642 -0.309 -0.191
O -0.667 -1.783 -1.176 -0.536
N 1.619 1.715 1.062 -0.417
C -0.243 0.209 -0.023 0.517
C -1.546 0.593 0.007 -0.802
C 0.747 1.115 0.564 -0.028
C 0.167 -1.099 -0.601 0.655
H 2.211 -0.635 0.528 0.154
H -2.266 -0.043 -0.488 0.328
H -1.853 1.570 0.436 0.319
```

Output
Structure (SMILES): C=C(C#N)C(=O)S
Frontier orbital gap, eV: 9.558

2 | Molecular formula: C4H3NOS
Method: DFT, the ωB97M-V functional and the def2-TZVPD basis

```
10
Properties=species:S:1:pos:R:3:mulliken_charge:R:1
S -2.719 -0.548 0.005 -0.221
O -0.163 0.170 -0.035 -0.196
N 2.973 -1.497 -0.002 -0.418
C 2.018 0.885 0.002 -0.740
C 2.528 -0.422 0.026 0.319
C -1.486 0.484 -0.009 0.049
C 0.707 1.135 0.008 0.317
H 2.656 1.665 -0.076 0.407
H -1.625 1.553 0.089 0.186
H 0.370 2.191 0.041 0.297
```

Output
Structure (SMILES): N#C/C=C\OC=S
Frontier orbital gap, eV: 9.086

3 | Molecular formula: C4H3NOS
Method: DFT, the ωB97M-V functional and the def2-TZVPD basis

```
10
Properties=species:S:1:pos:R:3:mulliken_charge:R:1
S 3.466 0.505 0.015 -0.242
O 0.995 -0.245 0.033 -0.060
N -0.170 -1.140 0.113 -0.380
C -1.406 -0.704 0.154 -0.459
C -1.852 1.847 -0.093 0.352
C -1.759 0.654 0.049 -0.241
C 2.342 -0.625 -0.082 -0.004
H -2.142 -1.484 0.226 0.306
H 2.513 -1.691 -0.209 0.340
H -1.987 2.883 -0.206 0.388
```

Output
Structure (SMILES): C#C/C=N\OC=S
Frontier orbital gap, eV: 8.889

4 | Molecular formula: C4H3NOS
Method: DFT, the ωB97M-V functional and the def2-TZVPD basis

```
10
Properties=species:S:1:pos:R:3:mulliken_charge:R:1
S -1.441 -0.912 1.880 -0.254
O -0.274 0.109 -0.292 -0.229
N -3.490 0.151 -1.036 -0.329
C -2.526 -0.032 -0.404 0.133
C 2.027 0.337 -0.505 -0.646
C -1.347 -0.275 0.394 0.501
C 1.001 0.018 0.262 0.050
H 1.920 0.639 -1.508 0.286
H 1.070 -0.315 1.296 0.264
H 3.061 0.278 -0.087 0.225
```

Output
Structure (SMILES): C=COC(=S)C#N
Frontier orbital gap, eV: 8.710

Quick ranking, most stable first: 1, 4, 2, 3.